Entry from OMol25: C14H27O3S5ScSe2Si as an isolated structure (wB97M-V/def2-TZVPD).

```
53
Properties=species:S:1:pos:R:3:forces:R:3
Sc -1.319457 0.889245 0.276947 -0.22 0.15 0.16
O -1.849571 6.905407 3.626365 0.05 0.04 0.11
C -1.872834 5.909572 2.933449 -0.12 0.02 -0.13
S -0.841814 5.656864 1.529643 0.05 0.02 0.02
C -1.480214 4.093153 1.038630 0.05 -0.07 -0.11
C -2.460616 3.578186 1.803965 -0.08 -0.11 -0.03
S -3.299812 2.066961 1.526672 0.26 -0.08 -0.09
S -2.963096 4.550987 3.182063 0.01 0.01 0.06
S -0.806206 3.373964 -0.408285 0.01 -0.18 0.05
O -2.915063 -4.826961 -2.335213 0.11 -0.05 0.29
C -2.240376 -3.744241 -2.955176 0.06 0.09 -0.05
C -1.820012 -2.606030 -2.001225 -0.01 0.00 -0.02
C -0.845042 -3.153832 -0.961023 -0.02 -0.04 0.10
O -1.462003 -4.077222 -0.052977 -0.03 0.01 -0.11
C -3.093798 -2.010206 -1.372784 -0.05 -0.06 -0.06
Se -2.989908 -1.278413 0.451543 0.13 0.17 0.08
C -1.097376 -1.585156 -2.880461 -0.03 0.04 -0.07
Se -0.261550 0.017116 -2.086060 0.03 0.08 0.16
H -2.536475 -4.888422 -1.437670 -0.10 0.00 -0.10
H -2.913967 -3.346253 -3.721986 0.01 0.02 0.01
H -1.338468 -4.113257 -3.466792 0.00 0.02 -0.01
H -0.409748 -2.326693 -0.397896 -0.04 -0.02 -0.14
H -0.035912 -3.693083 -1.462323 0.02 -0.02 -0.01
H -1.973277 -3.498678 0.547699 -0.02 -0.05 0.00
H -3.857468 -2.786562 -1.318882 0.03 0.04 0.00
H -3.470794 -1.222100 -2.026428 0.00 -0.02 0.00
H -1.805120 -1.227061 -3.632607 0.04 -0.01 0.01
H -0.284576 -2.084663 -3.414991 -0.01 0.00 0.02
C 3.310986 1.497822 -2.745381 0.02 -0.02 -0.04
S 2.458202 2.333636 -1.400074 0.02 -0.01 0.05
C 2.592068 4.037574 -1.956462 -0.01 0.03 -0.02
H 4.398828 1.537462 -2.659856 -0.01 0.03 0.02
H 3.004287 1.924837 -3.700771 -0.03 -0.01 -0.03
H 2.976447 0.461562 -2.722630 0.01 -0.03 0.02
H 2.282603 4.116296 -2.999582 -0.03 0.01 -0.01
H 3.597667 4.446685 -1.840967 0.01 -0.03 0.00
H 1.891170 4.607570 -1.348952 -0.01 0.02 0.03
C 2.985970 -0.118664 1.416669 -0.01 0.00 -0.03
Si 1.418783 -0.478936 2.392648 -0.02 0.00 0.00
C 1.909970 -0.411837 4.224972 0.05 -0.05 0.00
C 0.974890 -2.279716 2.062743 -0.03 0.00 0.03
C 0.071263 0.696259 2.016487 -0.16 0.10 -0.11
H 3.785099 -0.810507 1.695864 0.04 -0.03 0.01
H 3.338139 0.900991 1.577720 0.02 0.05 0.02
H 2.795927 -0.226872 0.347150 -0.02 -0.02 -0.05
H 2.738535 -1.093878 4.439272 0.03 -0.01 0.03
H 1.065103 -0.696820 4.856195 -0.04 -0.01 0.02
H 2.210723 0.596818 4.514690 0.02 0.05 0.00
H 1.582147 -2.955083 2.670633 0.04 -0.04 0.02
H 1.140243 -2.532015 1.014900 0.02 -0.01 -0.03
H -0.077153 -2.478973 2.276638 -0.03 0.00 0.02
H 0.473053 1.723350 2.060751 -0.03 -0.05 0.00
H -0.680398 0.629818 2.823145 0.01 0.00 -0.09
```
Forces are in eV/Å.

Calculated values
Frontier orbital gap = 5.86 eV
2S+1 = 1
Energy above the lowest of the compared OMol25 structures with the same formula, charge and spin = 0.0 kcal/mol
Charge = -2

Mulliken population analysis, charges in e, atoms 1 to 4: Sc 0.127; O -0.653; C 0.532; S -0.198

***

Entry from OMol25: C14H28AuClINOP2 as an isolated structure (wB97M-V/def2-TZVPD).

```
49
Properties=species:S:1:pos:R:3:forces:R:3
C -0.001287 1.039569 -5.587520 0.00 -0.54 -0.64
C 0.000251 1.445171 -4.140370 0.00 3.47 0.36
H 0.000063 1.853296 -6.334055 0.00 -0.04 0.61
H -0.901297 0.401576 -5.711753 0.52 0.31 -0.25
H 0.897087 0.399080 -5.711277 -0.52 0.32 -0.26
O 0.000245 2.511415 -3.594222 0.00 -2.25 -1.09
I 0.011640 -2.956097 -3.404659 -0.05 -1.78 1.51
Au 0.009850 -0.367669 -3.206942 -0.01 -0.26 2.40
P 1.863898 0.032898 -1.200706 2.30 0.29 0.91
C 2.383109 1.318038 0.031708 -1.06 0.49 -0.11
C 2.421443 -1.471665 -0.319955 -0.80 -0.57 -0.06
H 3.487191 -1.635450 -0.529146 -0.31 0.08 0.01
H 4.209682 0.223312 -1.857027 -0.36 -0.05 -0.07
H 1.825261 -2.328155 -0.665261 0.53 0.14 0.25
H 3.203906 -0.603907 -3.106234 0.23 0.17 0.04
H 1.883482 1.164439 1.001966 0.14 0.11 -0.39
H 2.277078 -1.372251 0.764925 0.02 -0.02 -0.37
C 3.248369 0.224485 -2.389715 -0.69 0.12 -0.66
H 3.476272 1.265231 0.164848 -0.40 -0.20 -0.20
H 3.120703 1.173858 -2.925133 0.19 -0.20 0.03
H 2.113032 2.313347 -0.350847 0.17 -0.21 0.22
P -1.888926 0.058964 -1.201664 -2.30 -0.05 0.90
C -2.487424 1.374890 -0.040922 1.02 0.60 -0.08
C -3.266125 0.118561 -2.411014 0.69 0.13 -0.69
H -1.817149 -2.289299 -0.610047 -0.55 0.21 0.26
H -3.458755 -1.580023 -0.345658 0.30 0.12 -0.03
H -2.123828 -1.284341 0.822051 -0.02 -0.07 -0.31
C -2.377024 -1.418248 -0.238612 0.89 -0.55 -0.07
H -3.207880 -0.765615 -3.055457 -0.20 0.17 0.03
H -4.227619 0.152753 -1.881096 0.34 -0.09 -0.07
H -3.563318 1.533293 -0.203858 0.36 -0.17 -0.06
H -1.950481 2.309142 -0.255038 -0.31 -0.08 0.23
H -3.151059 1.022412 -3.021959 -0.21 -0.19 0.02
H -2.318301 1.095665 1.011030 0.01 0.10 -0.49
Cl -0.047770 -3.871583 -1.097949 0.08 0.51 -1.91
N 0.037020 -0.162247 2.532219 -0.05 -0.08 -3.27
C 0.024132 -0.137860 3.877227 -0.05 0.10 3.33
C 1.208132 -0.413531 4.613271 -0.80 0.29 -0.03
C 1.209054 -0.316323 6.009404 -0.62 0.08 -0.28
C 0.034155 0.023418 6.699942 -0.13 -0.03 -0.49
C -1.157752 0.249290 5.987623 0.76 -0.16 -0.48
C -1.168600 0.174971 4.585758 0.93 -0.21 0.13
H 0.847444 -0.477153 2.005988 -0.53 0.13 0.59
H -0.762767 0.136561 1.977633 0.57 -0.20 0.63
H 2.118763 -0.681426 4.074010 -0.16 0.08 0.15
H 2.129173 -0.507129 6.558335 -0.21 0.04 -0.11
H 0.041750 0.108018 7.783227 0.00 -0.05 -0.21
H -2.078087 0.484393 6.513891 0.16 -0.01 -0.05
H -2.086437 0.353624 4.025239 0.12 -0.01 0.14
```
Forces are in eV/Å.

Calculated values
Frontier orbital gap (alpha / beta) = 2.62 / 1.75 eV
2S+1 = 3
Energy above the lowest of the compared OMol25 structures with the same formula, charge and spin = 68.5 kcal/mol
Charge = +2

Mulliken population analysis, charges in e, atoms 1 to 4: C -0.999; C 0.353; H 0.358; H 0.305

***

Entry from OMol25: C14H28BF4N2O4SeSi2W as an isolated structure (wB97M-V/def2-TZVPD).

```
57
Properties=species:S:1:pos:R:3:forces:R:3
W 0.177103 0.806251 -0.693261 -0.04 0.29 -0.40
N -0.275691 1.029391 1.484406 -0.10 -0.06 -0.14
C 0.646123 1.611472 2.516488 0.07 0.07 0.01
C 0.400413 3.093927 2.746424 -0.04 -0.02 -0.06
C 0.339889 3.919051 1.461997 0.01 -0.05 0.05
C 1.522781 3.655363 0.531329 -0.01 -0.03 -0.01
N 1.071779 2.922249 -0.678066 0.08 0.11 -0.05
H -1.217368 1.402599 1.608965 0.02 0.03 -0.04
H -0.372488 0.037253 1.710069 -0.03 0.03 0.05
H 1.663267 1.403327 2.192328 0.00 0.02 -0.01
H 0.483045 1.065833 3.446031 0.01 0.00 0.00
H 1.208733 3.457587 3.384003 0.00 -0.01 0.01
H -0.522769 3.231216 3.314497 -0.01 0.00 -0.01
H 0.284606 4.975725 1.718694 0.02 0.00 0.03
H -0.586574 3.699312 0.922101 0.00 0.03 -0.01
H 2.291636 3.052435 1.013102 0.03 0.03 0.01
H 2.002199 4.582773 0.219176 -0.04 0.02 -0.02
H 1.885078 2.791415 -1.280532 0.00 0.03 0.01
H 0.445233 3.535941 -1.204615 0.04 0.01 -0.01
C -2.879013 -0.877672 -1.960144 0.00 -0.02 -0.06
Si -1.966469 -0.856455 -0.334417 0.06 0.01 0.04
C -3.070956 -0.106362 0.985068 -0.03 0.02 0.04
C -1.596402 -2.627998 0.089637 0.08 -0.02 0.03
C -2.556557 -3.527384 0.560194 0.00 -0.02 0.01
C -2.250501 -4.873944 0.670408 -0.01 0.02 -0.01
C -0.990413 -5.335011 0.302210 0.02 0.01 -0.01
C -0.030292 -4.449251 -0.159478 0.01 -0.01 -0.01
C -0.325941 -3.088571 -0.266287 -0.12 0.09 -0.03
Si 0.930941 -1.771886 -0.659958 -0.06 -0.14 -0.19
C 2.235432 -2.033832 0.656604 0.03 0.02 0.03
C 1.593769 -1.816084 -2.408337 0.08 -0.03 -0.04
H -3.563264 -1.728738 -1.886901 0.01 -0.01 0.02
H -2.238630 -1.058818 -2.823863 0.01 0.02 0.00
H -3.471518 0.015571 -2.140016 0.03 0.01 -0.02
H -4.054065 -0.569496 0.857054 0.01 -0.03 0.01
H -3.226651 0.967172 0.871424 0.00 0.00 0.00
H -2.755461 -0.340015 2.004522 -0.01 0.02 0.01
H -3.548295 -3.183582 0.833922 0.00 -0.01 0.01
H -2.992750 -5.570958 1.036638 0.00 0.00 0.00
H -0.758153 -6.388662 0.384833 0.00 0.00 0.00
H 0.951462 -4.823568 -0.427615 0.00 -0.01 0.00
H 2.681707 -3.011193 0.444408 -0.04 -0.01 -0.02
H 1.758669 -2.129082 1.635016 0.03 0.05 0.03
H 3.042444 -1.309967 0.709461 -0.02 0.01 -0.02
H 2.210469 -2.709080 -2.544316 -0.01 -0.01 0.04
H 2.223310 -0.959013 -2.656011 -0.01 0.00 -0.01
H 0.771902 -1.868517 -3.124098 0.00 0.05 -0.01
F 3.887672 2.069626 -1.423227 0.03 -0.01 -0.01
B 4.309971 1.010654 -0.739461 0.02 0.04 0.00
F 1.995583 0.650431 -0.063725 -0.12 -0.22 0.09
F 4.436057 -0.145382 -1.349951 -0.03 -0.01 0.00
F 4.656993 1.152789 0.520604 0.00 0.01 0.02
O -2.659023 1.833701 -3.465548 -0.15 -0.02 -0.14
Se -1.544311 2.356048 -2.489915 0.37 -0.42 0.06
O -0.116355 1.120659 -2.477639 -0.01 -0.09 0.35
O -1.704279 1.952289 -0.876358 -0.23 0.00 0.42
O -0.834090 3.758474 -2.697888 0.03 0.19 -0.04
```
Forces are in eV/Å.

Calculated values
Frontier orbital gap (alpha / beta) = 7.15 / 7.15 eV
2S+1 = 1
Charge = +1

Mulliken population analysis, charges in e, atoms 1 to 4: W 1.602; N -0.776; C -0.453; C -1.017

***

Entry from OMol25: a 8-piece molecular cluster, C14H28Cl10O9 overall (wB97M-V/def2-TZVPD).

```
61
Properties=species:S:1:pos:R:3:forces:R:3
C 2.462324 -3.812677 1.050786 0.19 -0.22 0.61
O 1.461794 -4.003292 0.023547 -0.46 0.32 -0.41
C 0.545206 -4.988761 0.143801 0.10 0.16 0.90
O 0.595237 -5.900134 0.903169 0.44 -0.36 0.29
O -0.565689 -4.852059 -0.625131 1.14 -0.14 0.19
C -0.781038 -3.675780 -1.323470 -0.54 0.80 -0.56
H 3.354441 -4.429328 0.941417 -0.31 -0.28 -0.46
H 2.077415 -3.994640 2.054203 -0.35 -0.14 -0.21
H 2.803544 -2.777795 1.024756 -0.33 0.01 -0.41
H -0.033644 -3.410706 -2.071287 0.14 -0.48 -0.22
H -0.781660 -2.801924 -0.671967 -0.17 0.23 0.52
H -1.772691 -3.801340 -1.758184 0.17 0.21 -0.19
C 4.515025 0.653107 1.491702 0.12 -0.09 1.43
O 5.536621 0.120618 0.674802 0.27 -0.57 -0.24
C 6.639370 -0.351655 1.307430 1.13 -0.51 -0.88
O 6.881138 -0.385245 2.488084 -0.52 0.16 -1.11
O 7.453340 -0.802516 0.287152 -0.61 0.92 0.62
C 8.761943 -1.275911 0.617834 0.55 0.48 0.56
H 4.451873 0.064671 2.407044 0.20 0.18 0.27
H 3.508205 0.576791 1.081089 0.51 0.14 -0.83
H 4.787779 1.678682 1.740485 -0.34 0.04 0.06
H 9.514636 -1.078660 -0.145473 -0.93 -0.62 -1.20
H 8.661195 -2.326719 0.889388 0.54 0.21 0.15
H 9.289695 -0.638003 1.326819 -0.84 -0.32 1.18
C -5.372531 4.423236 -1.972612 -2.04 0.04 1.22
O -5.107740 3.512413 -3.039896 0.66 -0.57 -0.09
C -4.580587 2.321045 -2.691442 0.73 0.31 2.78
O -4.175884 2.038144 -1.549432 -0.68 0.42 -2.21
O -4.540570 1.509140 -3.725657 -0.69 1.56 -1.14
C -3.913101 0.279931 -3.647786 0.80 -1.66 1.29
H -6.110650 3.968751 -1.311764 0.54 -0.70 0.55
H -6.056141 5.221595 -2.261413 0.77 0.25 -1.24
H -4.570828 4.843096 -1.365071 0.46 -0.48 -0.59
H -3.800856 -0.175537 -4.631684 -0.33 0.38 0.00
H -4.444492 -0.391896 -2.973713 -0.44 -0.11 -0.24
H -2.931686 0.325005 -3.175695 0.10 0.46 -0.18
C -1.742134 -2.584462 3.644761 -0.14 -1.04 0.55
Cl -1.757197 -0.845823 3.949063 -0.06 -0.17 -0.14
Cl -0.143224 -3.338190 4.015328 -0.69 0.46 -0.59
H -2.437392 -3.111574 4.298096 0.09 0.53 0.31
H -2.132248 -2.810020 2.652274 0.78 0.22 -0.22
C -0.554183 0.478052 0.776889 0.91 -1.09 -0.26
Cl 0.997040 -0.369342 1.061258 -0.89 0.41 -0.03
Cl -1.251713 -0.122323 -0.809028 0.46 1.05 0.63
H -1.263668 0.234345 1.567673 -0.05 -0.02 -0.09
H -0.320994 1.541225 0.718777 -0.37 -0.03 -0.20
C -4.547737 1.039871 1.996800 -0.78 -0.27 -0.66
Cl -5.612138 0.122093 3.140350 0.81 0.97 -0.33
Cl -3.339690 2.196865 2.630746 -0.17 -0.73 0.23
H -4.117241 0.252160 1.378508 0.53 0.33 0.28
H -5.143280 1.663221 1.329811 -0.29 -0.27 0.34
C 0.736066 1.232512 -3.400082 0.80 -0.66 0.18
Cl 0.630167 2.221339 -1.950770 -0.35 0.08 -0.14
Cl -0.682636 1.089932 -4.362964 -0.19 0.07 0.09
H 1.568814 1.535276 -4.034890 0.03 0.56 0.14
H 1.064061 0.281700 -2.979986 -0.29 -0.33 -0.25
C -0.858475 4.679906 0.675589 -0.31 0.65 -0.88
Cl 0.690022 3.816904 1.013040 -0.86 0.37 0.05
Cl -0.655944 5.883440 -0.647103 0.10 -0.46 0.35
H -1.624721 3.991924 0.318311 0.36 -0.23 0.18
H -1.262549 5.259322 1.505718 0.62 -0.41 0.28
```
Forces are in eV/Å.

Calculated values
Frontier orbital gap (alpha / beta) = 9.93 / 2.69 eV
2S+1 = 2
Charge = +1

Mulliken population analysis, charges in e, atoms 1 to 4: C -0.393; O -0.324; C 0.751; O -0.496

***

Entry from OMol25: C14H28Cl2NOP2Pd as an isolated structure (wB97M-V/def2-TZVPD).

```
49
Properties=species:S:1:pos:R:3:forces:R:3
C -0.866742 -2.155881 -3.571115 -0.50 -1.89 0.45
C 0.141367 -1.238106 -2.740784 -4.25 -5.85 -3.28
H -0.977724 -3.171831 -3.240475 0.19 -0.69 0.19
H -0.389105 -1.995058 -4.615310 -1.21 -2.43 1.81
H -1.903084 -1.663379 -3.647793 1.64 -1.22 0.37
O 0.845220 -1.672089 -1.831610 -1.28 3.10 -0.93
Cl -0.321382 -0.141269 -4.076984 2.24 7.67 1.19
Pd -0.329912 0.789812 0.835553 -0.30 0.17 -1.04
P 1.728804 0.485410 -1.566900 5.84 0.54 -0.60
C 3.255193 -0.214775 -0.677180 -0.85 -0.51 0.96
C 2.399341 0.011020 -3.217607 -1.35 -0.21 -0.82
H 3.381900 0.371502 -3.436020 0.70 0.51 0.47
H 3.281938 2.406699 -2.012132 -0.18 -0.60 0.03
H 1.711707 0.402555 -3.964287 0.95 0.27 -0.02
H 1.536686 2.775038 -2.169278 0.08 0.44 -0.12
H 3.203544 -1.312572 -0.679140 0.11 0.22 -0.08
H 2.385627 -1.068463 -3.347828 0.39 0.08 0.05
C 2.286097 2.259651 -1.575930 -1.56 0.54 0.55
H 4.201151 0.077929 -1.178825 -0.83 0.10 -0.01
H 2.236663 2.664518 -0.561989 0.07 0.02 -0.15
H 3.325024 0.112367 0.372614 0.05 -0.06 -0.41
P -2.497380 0.160015 -0.260210 -1.39 0.29 2.68
C -3.024578 -0.674677 1.340091 0.42 -0.05 -0.33
C -3.305718 1.782281 -0.169603 0.03 0.14 -0.33
H -3.273299 -0.272118 -2.448244 -0.04 0.09 -0.34
H -4.493554 -0.718948 -1.263108 0.18 0.25 0.29
H -3.121775 -1.773497 -1.538184 0.13 -0.23 -0.02
C -3.418551 -0.733504 -1.480360 0.06 -0.57 -0.95
H -2.991273 2.301479 -1.082915 -0.27 0.24 0.19
H -4.419379 1.691992 -0.143940 0.86 -0.05 0.00
H -4.137588 -0.625450 1.445904 0.90 -0.05 -0.05
H -2.526290 -0.158062 2.194595 -0.55 -0.35 -0.45
H -2.921385 2.331233 0.697783 -0.27 -0.04 -0.21
H -2.691009 -1.738788 1.300791 -0.40 0.64 0.16
Cl -0.148144 2.971782 1.101809 0.01 0.09 -0.05
N 0.610180 -1.324066 1.446371 1.33 0.55 -0.57
C 0.802152 -0.616206 2.656527 0.32 -0.43 -3.27
C 1.633777 0.531954 2.657443 0.95 1.61 1.28
C 1.745686 1.241586 3.879019 0.76 -0.30 -2.91
C 1.028920 0.772326 4.986409 0.31 0.85 1.68
C 0.187940 -0.332985 4.920298 -0.81 -1.10 -0.88
C 0.016745 -0.999882 3.726120 -0.55 -0.21 1.59
H 1.383591 -1.508080 0.748795 -0.99 0.49 1.25
H -0.199504 -1.920093 1.303128 0.30 -0.36 0.57
H 2.123337 0.946852 1.733392 -0.37 -0.79 1.13
H 2.388504 2.146444 3.904130 -0.65 -0.70 0.21
H 1.129635 1.326264 5.938332 -0.13 -0.42 -0.56
H -0.364883 -0.684899 5.762242 -0.18 0.07 0.64
H -0.648473 -1.846032 3.546404 0.09 0.17 0.62
```
Forces are in eV/Å.

Calculated values
Frontier orbital gap (alpha / beta) = 9.06 / 4.86 eV
2S+1 = 5
Energy above the lowest of the compared OMol25 structures with the same formula, charge and spin = 135.5 kcal/mol
Charge = +3

Mulliken population analysis, charges in e, atoms 1 to 4: C -1.226; C 0.667; H 0.417; H 0.391

***

Let's list E in order: -8619.62737; -2255.82787; -4432.52996; -5828.87492; -2409.86110 a.u..